{
  "formula": "C2H2IO3",
  "method": "ωB97M-V/def2-TZVPD",
  "species": ["C", "C", "O", "O", "O", "I", "H", "H"],
  "xyz": [[-0.4405, -1.7951, -0.0430], [0.0893, 0.9935, 0.6722], [-0.8222, -1.3446, -1.0471], [-0.0256, -2.4003, 0.8521], [-0.4977, 1.4890, -0.5405], [2.2043, 0.2436, 0.1070], [0.2930, 1.9013, 1.2724], [-0.8006, 0.9125, -1.2731]],
  "atomic_forces_ev_per_a": [[0.520, 0.187, -0.407], [-1.841, -1.176, -1.024], [-0.341, -0.093, 0.145], [-0.300, -0.087, 0.325], [0.207, 1.439, -0.013], [0.829, 0.219, -0.069], [0.260, -0.021, -0.621], [0.666, -0.469, 1.665]],
  "total_energy_ha": -600.83119,
  "gap_ev": 5.73,
  "fmax_ha_per_bohr": 0.047,
  "e_above_lowest_ev": 1.735,
  "total_charge": -1
}

***

{
  "formula": "C31H49ClP2Sc",
  "method": "ωB97M-V/def2-TZVPD",
  "species": ["Sc", "C", "C", "C", "C", "C", "C", "H", "H", "H", "C", "H", "H", "H", "C", "H", "H", "H", "C", "H", "H", "H", "C", "H", "H", "H", "C", "C", "C", "C", "C", "C", "C", "C", "H", "H", "H", "H", "H", "H", "H", "H", "H", "H", "H", "H", "P", "P", "C", "C", "H", "H", "H", "H", "C", "H", "H", "H", "C", "H", "H", "H", "C", "H", "H", "H", "C", "H", "H", "H", "Cl", "C", "C", "C", "C", "C", "C", "C", "H", "H", "H", "H", "H", "H"],
  "xyz": [[-0.4048, -0.6406, -0.4463], [-2.5983, 0.7410, -1.4793], [-2.7800, -0.5002, -0.7643], [-2.9212, 1.2492, 0.7506], [-2.7326, 1.8049, -0.5389], [-2.8882, -0.1702, 0.6495], [-2.7555, 0.9092, -2.9442], [-2.5654, -0.0166, -3.5017], [-2.1006, 1.7001, -3.3392], [-3.7969, 1.2109, -3.1595], [-2.9475, 3.2327, -0.8815], [-2.8865, 3.3960, -1.9739], [-2.2162, 3.8943, -0.4014], [-3.9398, 3.5644, -0.5478], [-3.3248, 2.0150, 1.9524], [-4.1271, 2.7326, 1.7039], [-2.4898, 2.6015, 2.3654], [-3.6988, 1.3528, 2.7383], [-3.3978, -1.0895, 1.6927], [-4.4873, -0.9256, 1.8369], [-2.9092, -0.9122, 2.6675], [-3.2642, -2.1392, 1.4219], [-3.1443, -1.8173, -1.3402], [-4.2473, -1.8949, -1.2969], [-2.7441, -2.6807, -0.7748], [-2.8621, -1.9248, -2.4012], [3.3793, -1.3922, -2.1835], [2.4654, -1.6479, -3.1618], [2.0367, -3.0467, -3.5175], [1.6786, -3.8796, -2.2675], [1.1964, -3.1308, -1.0633], [2.0278, -2.9962, 0.0019], [3.5109, -2.8958, -0.0825], [4.1114, -2.4455, -1.4709], [2.7932, -3.5731, -4.1164], [2.5681, -4.4838, -2.0414], [1.1530, -2.9929, -4.1727], [4.2527, -3.3506, -2.0850], [3.7433, -0.3789, -2.0009], [2.1448, -0.8524, -3.8431], [5.1333, -2.0866, -1.2674], [3.8999, -2.1942, 0.6813], [1.7378, -3.1197, 1.0370], [4.0100, -3.8554, 0.1751], [0.9526, -4.6490, -2.5706], [0.1119, -3.0914, -0.9340], [1.0765, 0.9376, -1.7579], [0.0488, -1.0847, 2.1188], [1.8856, -0.0604, -0.2349], [1.6120, -0.4481, 1.3301], [2.8651, 0.4621, -0.2319], [2.0893, -1.0115, -0.7666], [2.3704, -1.2091, 1.6031], [1.8792, 0.4760, 1.8916], [0.1143, -0.5196, 3.8516], [-0.9191, -0.5021, 4.2356], [0.5164, 0.5074, 3.8771], [0.7343, -1.1814, 4.4785], [-0.2282, -2.9271, 2.2226], [0.5146, -3.4246, 2.8749], [-0.1828, -3.4017, 1.2200], [-1.2583, -3.1276, 2.5942], [2.3336, 1.6079, -2.9379], [1.7312, 2.2448, -3.6357], [2.9078, 0.8507, -3.5052], [3.0269, 2.2454, -2.3441], [0.2144, -0.5670, -2.6051], [-0.7687, -1.0651, -2.2065], [0.8894, -1.4478, -2.6703], [-0.0554, -0.2347, -3.6113], [2.6430, 2.4138, 2.6881], [1.1172, 3.1760, 2.9693], [0.8894, 3.7869, 4.1928], [-0.2336, 4.6004, 4.3667], [-1.0662, 4.8931, 3.2789], [-0.8687, 4.2726, 2.0624], [0.2176, 3.3378, 1.8581], [0.3769, 2.7046, 0.6357], [1.5952, 3.5987, 4.9913], [-0.3813, 5.0782, 5.3266], [-1.8939, 5.5823, 3.3984], [-1.4648, 4.5619, 1.1972], [-0.3900, 2.7957, -0.1632], [1.3850, 2.4489, 0.3023]],
  "atomic_forces_ev_per_a": [[-2.719, 1.209, 3.107], [-0.424, -0.438, 1.153], [0.963, 1.081, 1.030], [0.320, -0.809, -0.919], [0.027, -1.235, 0.130], [-0.336, 0.661, -1.718], [-0.123, 0.219, -0.554], [-0.020, 0.214, 0.062], [-0.118, -0.213, -0.041], [0.372, -0.103, -0.114], [0.235, 0.452, -0.481], [-0.036, 0.011, 0.535], [-0.176, -0.013, -0.240], [0.137, -0.026, -0.074], [0.121, 0.424, 0.449], [0.248, -0.228, 0.111], [-0.353, -0.212, 0.027], [0.026, 0.123, -0.050], [-0.323, -0.091, 0.675], [0.505, -0.173, 0.025], [-0.201, -0.172, -0.255], [0.014, 0.010, 0.071], [-0.708, -0.587, -0.328], [0.313, -0.344, -0.143], [-0.106, 0.221, -0.238], [-0.045, -0.023, 0.371], [-0.528, 0.166, -2.534], [3.391, 0.140, -0.302], [-0.716, 0.012, -0.384], [0.662, -0.371, -1.498], [0.603, -1.335, 1.798], [-0.154, -1.170, -0.532], [1.439, -0.137, -0.760], [0.692, -1.333, 1.256], [-0.016, 0.212, 0.201], [-0.343, 0.322, 0.443], [0.225, 0.091, 0.120], [-0.152, 0.492, 0.054], [-0.225, -0.276, -0.295], [0.411, -0.492, 0.317], [-0.324, -0.097, -0.033], [-0.463, -0.253, -0.196], [-0.592, 0.779, -0.233], [-0.443, 0.337, -0.012], [-0.131, 0.391, 0.287], [-0.099, -0.334, 0.222], [-1.779, -0.161, 0.175], [-1.624, 0.519, -0.823], [1.494, -0.650, -0.527], [1.074, 0.269, 0.252], [-0.558, -0.289, 0.342], [0.050, 0.917, 0.749], [0.117, 0.763, -0.517], [-0.565, -0.894, -0.298], [0.139, 0.110, 0.102], [0.440, -0.032, -0.089], [-0.205, -0.400, 0.028], [-0.198, 0.275, -0.192], [0.583, -0.319, 0.052], [-0.435, 0.008, -0.212], [-0.094, 0.314, 0.616], [0.721, 0.481, -0.034], [0.400, -0.296, 0.013], [0.552, -0.493, 0.665], [-0.238, 0.654, 0.326], [-0.475, -0.289, -0.493], [-0.133, -0.395, -0.661], [0.729, 0.961, -1.127], [-1.302, 1.002, 0.161], [0.036, -0.145, 0.111], [0.413, -0.022, 0.272], [-0.767, 0.924, -0.538], [-0.204, -0.359, -0.341], [0.329, 0.059, -0.193], [0.018, -0.344, 0.089], [0.768, -0.296, 0.066], [-0.492, 0.900, 1.251], [0.035, 0.444, -1.388], [-0.052, 0.180, 0.067], [-0.110, -0.040, -0.040], [0.113, 0.025, 0.002], [0.074, -0.266, 0.377], [0.715, -0.011, 0.885], [-0.398, -0.210, 0.361]],
  "total_energy_ha": -3113.71143,
  "gap_ev": [6.73, 5.58],
  "fmax_ha_per_bohr": 0.084,
  "e_above_lowest_ev": 8.998,
  "total_charge": 1
}

***

{
  "formula": "C5H9NO",
  "method": "ωB97M-V/def2-TZVPD",
  "species": ["C", "C", "N", "C", "C", "C", "O", "H", "H", "H", "H", "H", "H", "H", "H", "H"],
  "xyz": [[1.3636, -1.2611, -0.1567], [0.0019, -1.1911, -0.8058], [-1.2203, -1.1724, -0.0049], [-0.8712, 0.0133, -0.7937], [-0.5149, 1.3535, -0.2033], [-0.3074, 1.6283, 1.2202], [0.7877, 1.6054, 0.3177], [2.1310, -0.8090, -0.7949], [1.6328, -2.3109, 0.0122], [1.3914, -0.7349, 0.8023], [-0.0914, -1.8278, -1.6861], [-0.9823, -1.0250, 0.9741], [-1.5325, 0.1338, -1.6502], [-0.8939, 2.1849, -0.8013], [-0.5684, 2.6039, 1.6299], [-0.3262, 0.8091, 1.9404]],
  "atomic_forces_ev_per_a": [[0.039, -0.013, 0.084], [0.181, -0.037, -0.171], [-0.046, -0.065, 0.272], [0.002, 0.192, -0.150], [-0.186, -0.017, -0.126], [-0.128, 0.000, 0.234], [0.133, 0.010, -0.033], [-0.151, -0.085, 0.087], [-0.045, 0.174, -0.022], [-0.026, -0.080, -0.175], [0.008, 0.107, 0.116], [0.008, 0.002, -0.109], [0.089, -0.015, 0.102], [0.074, -0.145, 0.091], [0.060, -0.135, -0.087], [-0.013, 0.108, -0.113]],
  "smiles": "C[C@H]1N[C@H]1[C@H]1CO1",
  "total_energy_ha": -325.82267,
  "gap_ev": 10.41,
  "fmax_ha_per_bohr": 0.006,
  "e_above_lowest_ev": 3.126
}